Here is a 14-piece molecular cluster, C60H154Cl2N10O12 overall in a non-equilibrium geometry from the Open Molecules 2025 dataset. Energies are from ωB97M-V/def2-TZVPD.

Each line ends with the Löwdin charge.
CARTESIAN COORDINATES (ANGSTROEM)
1 C 1.840 -1.261 7.203  0.041
2 N 1.663 0.140 6.604  -0.293
3 C 0.768 0.069 5.413  -0.030
4 C 1.127 1.033 7.685  0.019
5 C 3.043 0.637 6.016  -0.065
6 C 4.243 0.641 6.968  -0.222
7 O 4.043 1.488 8.054  -0.024
8 H 0.850 -1.666 7.410  0.097
9 H 2.463 -1.261 8.097  0.120
10 H 2.267 -1.876 6.410  0.106
11 H 1.261 -0.354 4.539  0.087
12 H 0.371 1.032 5.092  0.094
13 H -0.099 -0.586 5.495  0.088
14 H 1.196 2.053 7.309  0.114
15 H 1.585 0.984 8.673  0.120
16 H 0.072 0.781 7.793  0.101
17 H 2.872 1.626 5.590  0.122
18 H 3.257 0.016 5.146  0.108
19 H 5.149 0.987 6.469  0.110
20 H 4.451 -0.362 7.339  0.133
21 H 4.330 2.371 7.811  0.109
22 C 3.658 5.741 -2.018  0.056
23 N 3.502 4.667 -3.080  -0.305
24 C 2.152 4.070 -2.988  -0.021
25 C 3.474 5.415 -4.450  0.021
26 C 4.629 3.616 -3.003  -0.079
27 C 4.744 2.729 -1.758  -0.246
28 O 5.195 3.438 -0.598  -0.087
29 H 4.706 6.034 -2.064  0.127
30 H 3.395 5.193 -1.113  0.091
31 H 2.927 6.478 -2.351  0.104
32 H 1.289 4.736 -2.965  0.109
33 H 2.219 3.386 -2.142  0.075
34 H 2.051 3.400 -3.842  0.080
35 H 3.122 4.864 -5.322  0.081
36 H 4.489 5.699 -4.728  0.114
37 H 2.900 6.341 -4.481  0.108
38 H 5.615 3.965 -3.310  0.150
39 H 4.429 2.985 -3.869  0.086
40 H 5.450 1.923 -1.955  0.092
41 H 3.780 2.270 -1.537  0.081
42 H 4.454 3.427 0.012  0.001
43 C 1.748 -0.259 -7.149  0.025
44 N 1.391 1.248 -7.055  -0.291
45 C 2.772 2.003 -7.052  0.036
46 C 0.543 1.704 -8.246  0.041
47 C 0.666 1.521 -5.720  -0.127
48 C -0.078 2.786 -5.633  -0.294
49 O 0.706 3.934 -5.784  -0.072
50 H 0.822 -0.834 -7.166  0.077
51 H 2.262 -0.472 -6.212  0.056
52 H 2.434 -0.487 -7.965  0.120
53 H 2.634 3.084 -7.042  0.088
54 H 3.441 1.735 -7.869  0.116
55 H 3.254 1.650 -6.140  0.039
56 H 1.018 1.232 -9.106  0.118
57 H 0.554 2.794 -8.236  0.108
58 H -0.489 1.379 -8.115  0.096
59 H 1.375 1.347 -4.910  0.104
60 H -0.095 0.741 -5.711  0.100
61 H -0.271 2.800 -4.560  0.077
62 H -1.014 2.845 -6.188  0.129
63 H 0.152 4.675 -5.529  0.104
64 C 6.845 -1.171 1.454  0.044
65 N 6.424 0.275 1.857  -0.271
66 C 7.091 1.410 1.046  0.032
67 C 4.918 0.416 1.502  0.006
68 C 6.668 0.361 3.436  -0.033
69 C 6.554 1.720 4.102  -0.240
70 O 5.297 2.312 4.004  -0.063
71 H 7.934 -1.170 1.505  0.113
72 H 6.462 -1.369 0.453  0.106
73 H 6.380 -1.863 2.156  0.092
74 H 6.979 1.301 -0.033  0.101
75 H 8.139 1.342 1.339  0.111
76 H 6.707 2.395 1.314  0.100
77 H 4.438 -0.386 2.063  0.071
78 H 4.814 0.240 0.431  0.089
79 H 4.489 1.373 1.800  0.085
80 H 7.622 -0.154 3.547  0.142
81 H 5.884 -0.231 3.909  0.114
82 H 7.323 2.417 3.769  0.129
83 H 6.680 1.687 5.184  0.121
84 H 5.001 2.849 4.743  0.096
85 C 0.731 0.888 -1.260  0.043
86 N 0.908 -0.680 -1.108  -0.272
87 C 0.505 -1.284 -2.542  0.005
88 C 2.281 -1.139 -0.633  0.028
89 C -0.125 -1.271 -0.182  -0.097
90 C -0.159 -0.474 1.180  -0.201
91 O -0.613 -1.383 2.154  -0.113
92 H 1.477 1.340 -1.913  0.078
93 H 0.697 1.416 -0.307  0.085
94 H -0.215 1.119 -1.749  0.038
95 H 1.346 -1.116 -3.215  0.062
96 H -0.371 -0.743 -2.899  0.038
97 H 0.329 -2.360 -2.532  0.087
98 H 2.243 -0.959 0.441  0.082
99 H 2.942 -0.574 -1.290  0.050
100 H 2.302 -2.207 -0.852  0.109
101 H -0.018 -2.349 -0.061  0.128
102 H -1.032 -1.251 -0.787  0.110
103 H -0.921 0.304 1.222  0.102
104 H 0.763 -0.012 1.534  0.105
105 H 0.129 -1.676 2.688  0.026
106 C -4.281 5.493 -1.823  0.071
107 N -2.872 6.143 -1.553  -0.313
108 C -2.663 7.310 -2.488  0.004
109 C -2.831 6.811 -0.126  0.048
110 C -1.691 5.216 -1.923  -0.115
111 C -1.704 3.896 -1.266  -0.292
112 O -1.711 4.107 0.099  -0.081
113 H -5.018 6.284 -1.964  0.111
114 H -4.430 4.924 -0.905  0.101
115 H -4.165 4.988 -2.782  0.109
116 H -1.725 7.740 -2.136  0.112
117 H -3.512 7.898 -2.140  0.107
118 H -2.719 6.980 -3.525  0.117
119 H -3.150 6.019 0.551  0.086
120 H -3.502 7.660 -0.001  0.115
121 H -1.791 7.084 0.054  0.112
122 H -0.797 5.817 -1.756  0.134
123 H -1.753 4.975 -2.984  0.127
124 H -0.895 3.185 -1.430  0.098
125 H -2.633 3.374 -1.495  0.079
126 H -0.779 4.139 0.326  0.031
127 C -5.339 -4.875 -0.834  0.058
128 N -3.785 -4.980 -1.073  -0.289
129 C -3.235 -6.421 -1.062  0.039
130 C -3.431 -4.411 -2.419  -0.025
131 C -3.015 -4.083 0.033  -0.066
132 C -3.464 -2.661 0.381  -0.189
133 O -4.706 -2.736 1.113  -0.077
134 H -5.962 -5.552 -1.420  0.116
135 H -5.645 -3.899 -1.209  0.102
136 H -5.532 -4.990 0.233  0.104
137 H -3.300 -6.887 -0.079  0.112
138 H -2.215 -6.375 -1.445  0.108
139 H -3.848 -6.952 -1.790  0.116
140 H -3.724 -5.163 -3.151  0.115
141 H -2.356 -4.295 -2.551  0.097
142 H -3.845 -3.428 -2.645  0.104
143 H -2.002 -4.169 -0.361  0.112
144 H -2.841 -4.705 0.911  0.117
145 H -3.495 -1.893 -0.391  0.134
146 H -2.765 -2.382 1.170  0.098
147 H -4.613 -3.318 1.871  0.092
148 C 0.553 -5.838 2.685  0.040
149 N 0.005 -5.849 4.158  -0.346
150 C -0.759 -4.559 4.291  -0.005
151 C -0.875 -7.107 4.352  0.073
152 C 1.231 -5.943 5.103  -0.040
153 C 0.860 -6.098 6.632  -0.269
154 O 1.971 -6.097 7.410  -0.001
155 H 1.062 -4.906 2.442  0.077
156 H -0.346 -5.862 2.069  0.081
157 H 1.116 -6.768 2.604  0.115
158 H -1.454 -4.533 3.451  0.090
159 H -0.059 -3.724 4.275  0.090
160 H -1.196 -4.513 5.288  0.087
161 H -0.212 -7.943 4.130  0.127
162 H -1.662 -6.869 3.636  0.099
163 H -1.195 -6.947 5.381  0.104
164 H 1.940 -5.132 4.933  0.137
165 H 1.724 -6.807 4.658  0.133
166 H 0.403 -7.073 6.798  0.126
167 H 0.175 -5.316 6.958  0.116
168 H 1.651 -6.031 8.312  0.119
169 C -0.801 -2.339 -5.364  -0.074
170 C -2.375 -2.229 -5.464  -0.209
171 C -2.764 -1.463 -6.752  -0.108
172 N -4.279 -1.604 -7.024  -0.237
173 C -4.759 -3.067 -7.290  0.072
174 C -5.185 -0.947 -5.886  -0.060
175 C -6.519 -0.586 -6.570  -0.165
176 C -6.098 -0.119 -7.931  -0.126
177 C -4.644 -0.693 -8.217  -0.065
178 H -0.666 -2.870 -4.421  0.046
179 H -0.188 -1.439 -5.316  0.035
180 H -0.347 -2.894 -6.184  0.091
181 H -2.795 -1.697 -4.610  0.056
182 H -2.762 -3.242 -5.360  0.089
183 H -2.260 -1.953 -7.585  0.135
184 H -2.531 -0.402 -6.843  0.115
185 H -4.507 -3.721 -6.455  0.089
186 H -4.318 -3.312 -8.256  0.114
187 H -5.840 -2.978 -7.399  0.105
188 H -5.236 -1.682 -5.083  0.121
189 H -4.634 -0.033 -5.661  0.105
190 H -7.249 -1.391 -6.665  0.117
191 H -7.048 0.146 -5.960  0.130
192 H -6.837 -0.428 -8.670  0.128
193 H -6.017 0.968 -7.921  0.122
194 H -4.516 -1.153 -9.196  0.139
195 H -3.984 0.173 -8.162  0.115
196 C -2.906 -2.260 6.961  -0.055
197 C -3.344 -0.861 6.442  -0.231
198 C -3.718 -0.894 5.003  -0.152
199 N -3.698 0.484 4.350  -0.218
200 C -4.627 1.429 5.162  0.060
201 C -4.271 0.255 2.948  -0.086
202 C -3.714 1.343 1.929  -0.107
203 C -2.626 2.086 2.694  -0.119
204 C -2.363 1.102 3.920  -0.080
205 H -2.915 -2.249 8.051  0.091
206 H -1.906 -2.511 6.608  0.047
207 H -3.657 -3.012 6.717  0.088
208 H -2.642 -0.041 6.598  0.106
209 H -4.247 -0.515 6.945  0.119
210 H -4.680 -1.392 4.886  0.154
211 H -2.961 -1.408 4.410  0.119
212 H -4.649 2.478 4.864  0.114
213 H -4.289 1.410 6.198  0.094
214 H -5.667 1.107 5.205  0.122
215 H -5.359 0.233 2.998  0.138
216 H -4.066 -0.762 2.613  0.093
217 H -4.505 2.050 1.677  0.122
218 H -3.270 0.821 1.082  0.103
219 H -3.052 2.952 3.200  0.114
220 H -1.729 2.365 2.141  0.093
221 H -1.958 1.669 4.758  0.124
222 H -1.770 0.201 3.766  0.097
223 C 1.513 2.958 2.577  -0.019
224 C 1.909 3.641 1.324  -0.756
225 O 1.025 4.038 0.586  -0.015
226 O 3.133 3.639 1.073  -0.027
227 H 2.152 3.223 3.420  0.076
228 H 1.552 1.869 2.540  0.053
229 H 0.507 3.170 2.940  0.065
230 C 3.754 -3.598 1.841  -0.013
231 C 3.144 -2.688 2.932  -0.746
232 O 1.899 -2.538 2.879  -0.107
233 O 3.917 -2.178 3.769  -0.045
234 H 3.892 -3.051 0.908  0.052
235 H 3.178 -4.456 1.493  0.058
236 H 4.762 -3.946 2.070  0.080
237 Cl -2.532 1.190 -3.541  -0.428
238 Cl 4.144 0.014 -3.913  -0.410

The calculation puts the total energy at -4746.8249 Ha. As for the charge: +6. For the HOMO-LUMO gap, the calculation gives 0.2541 Ha. The calculation puts the HOMO energy at -17.78 eV. For the LUMO energy, the calculation gives -10.9 eV.